[1]
The following is a quantum chemistry calculation of C28H40CuF6N2O4P2S2 as an isolated structure, from the OMol25 dataset.

Atoms and positions in Å:
Cu  -0.1869  -0.2087  -0.1504
C  -4.4172  2.0759  1.0528
C  -3.1892  1.1913  1.2593
C  -3.6100  -0.2671  1.4540
P  -1.8680  1.2754  -0.0390
C  -2.6884  1.8046  -1.6041
C  -3.5943  0.6826  -2.1100
C  -1.6281  2.1452  -2.6470
C  -0.8620  2.7680  0.3524
C  -1.4350  4.0249  0.4524
C  -0.6799  5.1861  0.6098
C  -1.3397  6.5279  0.7436
C  0.7103  5.0674  0.6120
C  1.3192  3.8352  0.5246
C  0.5543  2.6514  0.4414
N  1.0874  1.3997  0.3306
C  2.3629  1.0143  0.6360
C  3.1965  1.6301  1.5907
C  4.4655  1.1471  1.8330
C  4.9717  0.0538  1.1324
C  6.3509  -0.4742  1.4022
C  4.1321  -0.5849  0.2192
C  2.8347  -0.1650  -0.0064
P  1.6851  -1.0804  -1.1061
C  2.4114  -0.6622  -2.7536
C  2.3544  0.8473  -2.9695
C  1.7144  -1.4000  -3.8937
C  2.0465  -2.8817  -0.8740
C  0.8030  -3.6583  -1.3314
C  2.3724  -3.2919  0.5605
H  -5.1076  1.9216  1.8857
H  -4.9577  1.8216  0.1373
H  -4.1857  3.1401  1.0229
H  -2.6652  1.5076  2.1598
H  -4.1513  -0.6497  0.5842
H  -4.2680  -0.3514  2.3217
H  -2.7546  -0.9135  1.6195
H  -3.2895  2.6959  -1.3972
H  -3.0105  -0.2243  -2.2898
H  -4.0635  0.9763  -3.0518
H  -4.3874  0.4320  -1.4040
H  -0.9674  1.2882  -2.8050
H  -1.0147  2.9970  -2.3488
H  -2.1040  2.3824  -3.6014
H  -2.5108  4.1259  0.3815
H  -2.3806  6.4916  0.4240
H  -0.8228  7.2828  0.1496
H  -1.3232  6.8629  1.7835
H  1.3228  5.9609  0.6663
H  2.3964  3.7790  0.4661
H  2.8123  2.4452  2.1858
H  5.0794  1.6228  2.5898
H  6.9890  0.2897  1.8454
H  6.8243  -0.8306  0.4870
H  6.3082  -1.3160  2.0979
H  4.5105  -1.4536  -0.3120
H  3.4601  -0.9759  -2.7128
H  1.3188  1.1937  -2.9967
H  2.8202  1.1083  -3.9224
H  2.8712  1.3939  -2.1787
H  0.6445  -1.1726  -3.9047
H  1.8327  -2.4809  -3.8222
H  2.1344  -1.0831  -4.8511
H  2.8903  -3.1253  -1.5317
H  -0.0181  -3.4757  -0.6358
H  1.0160  -4.7296  -1.3266
H  0.4615  -3.3829  -2.3286
H  1.5609  -3.0309  1.2372
H  3.2905  -2.8467  0.9404
H  2.4871  -4.3787  0.5925
F  2.3988  -1.2156  3.1702
C  1.4707  -0.5962  3.8995
F  1.8230  0.6924  4.0026
F  1.4491  -1.1170  5.1247
S  -0.2193  -0.7016  3.0819
O  0.0829  -1.2025  1.7495
O  -0.7186  0.6408  3.1520
N  -1.0874  -1.6449  3.9712
S  -0.8670  -3.2245  4.0608
O  0.3636  -3.6772  3.4792
O  -1.2625  -3.6858  5.3497
C  -2.1813  -3.8857  2.9381
F  -3.3923  -3.4720  3.3197
F  -1.9832  -3.4968  1.6725
F  -2.1573  -5.2206  2.9715

Atomic forces in eV per Å
Cu -0.1147 -0.0200 -0.1641
C -0.0587 0.0251 -0.0498
C -0.0524 -0.0441 -0.0477
C -0.1261 0.0177 -0.0313
P 0.0498 0.0252 -0.0650
C -0.0598 0.0187 0.0352
C -0.0167 -0.0391 -0.0021
C 0.0167 -0.0002 -0.0459
C -0.0372 0.0728 -0.0209
C -0.0142 -0.0021 0.0135
C -0.0038 0.0084 -0.0229
C -0.0015 0.0061 0.0050
C 0.0404 -0.0208 0.0073
C 0.0083 0.0198 0.0159
C 0.1020 -0.1512 0.0001
N -0.0556 0.1676 0.1395
C 0.1148 -0.0342 0.0291
C -0.0309 0.0655 -0.1128
C 0.0090 0.0345 -0.0185
C -0.0165 -0.0134 0.0045
C 0.0147 0.0032 0.0077
C 0.0450 0.0119 -0.0464
C 0.0780 -0.0147 0.0061
P -0.1115 -0.0224 0.2692
C -0.0536 0.0020 -0.0446
C -0.0048 0.0700 -0.0004
C -0.0291 0.0065 -0.0113
C 0.0400 0.0003 -0.1592
C 0.0475 -0.0275 0.0011
C 0.0400 -0.0588 0.0294
H 0.0295 0.0058 -0.0173
H 0.0365 0.0184 0.0685
H 0.0209 -0.0075 0.0040
H 0.0452 0.0167 0.0857
H 0.0151 0.0198 0.0288
H 0.0189 -0.0005 -0.0191
H 0.1085 -0.0913 0.0262
H -0.0046 -0.0174 -0.0085
H -0.0082 0.0194 -0.0028
H 0.0060 -0.0107 0.0112
H 0.0429 0.0098 -0.0450
H -0.0117 -0.0057 -0.0063
H -0.0035 -0.0150 -0.0036
H 0.0138 0.0111 0.0171
H -0.0018 -0.0033 0.0011
H 0.0073 0.0000 -0.0012
H -0.0051 -0.0095 0.0097
H 0.0044 -0.0093 -0.0105
H -0.0190 -0.0242 -0.0038
H 0.0219 -0.0377 0.0375
H -0.0172 0.0453 -0.0193
H -0.0283 -0.0109 -0.0158
H -0.0101 -0.0081 -0.0055
H -0.0079 0.0027 0.0005
H -0.0055 0.0082 -0.0030
H -0.0152 0.0295 0.0207
H 0.0141 -0.0115 0.0270
H 0.0004 0.0046 0.0091
H -0.0075 -0.0143 0.0120
H -0.0040 -0.0099 -0.0364
H 0.0238 -0.0127 -0.0003
H 0.0023 -0.0007 0.0113
H -0.0113 -0.0025 0.0191
H -0.0143 -0.0267 0.0140
H -0.0100 0.0091 0.0167
H -0.0076 0.0216 -0.0075
H 0.0059 0.0126 -0.0247
H -0.0142 0.0251 0.0414
H -0.0600 -0.0264 -0.0008
H 0.0010 0.0386 0.0102
F -0.1020 -0.0279 0.1329
C 0.0243 0.0506 0.1182
F -0.0484 -0.1312 0.0368
F 0.0323 0.0107 -0.2366
S 0.0011 -0.0820 0.0877
O -0.0011 -0.1603 0.0455
O -0.0576 0.0232 0.0147
N 0.0856 -0.0454 -0.1285
S -0.0739 0.0486 -0.0731
O 0.1094 0.0760 -0.0497
O -0.0236 0.0182 0.0697
C -0.0606 0.0104 -0.0108
F 0.1194 -0.0187 -0.0499
F 0.0084 0.0369 0.0636
F 0.0163 0.1421 0.0189

## Properties
Lowest unoccupied orbital energy (spin up / spin down)   0.43 / -2.20 eV
Gap between HOMO and LUMO (spin up / spin down)   8.5 / 5.9 eV
Total charge   0
Multiplicity   2
Expectation value of S²   0.801
ΔE to the lowest compared entry with this formula, charge and spin   0.00 kJ/mol

natural (NBO) population analysis, charges in e, atoms 1 to 2: atom 1 (Cu): 0.74, atom 2 (C): -0.61

[2]
The following is a quantum chemistry calculation of a 3-piece molecular cluster, H6O3 overall, from the OMol25 dataset.

Atoms and positions in Å:
O  0.9309  0.7892  1.6713
H  0.9227  1.7050  1.9610
H  0.0030  0.5288  1.7102
O  -1.8819  -1.5082  -0.7402
H  -1.5705  -2.2356  -1.3026
H  -1.1517  -0.8734  -0.8317
O  0.6995  0.2399  -0.8059
H  1.2826  0.5311  -0.0898
H  0.7655  0.8232  -1.5722

Atomic forces in eV per Å
O 0.0182 0.1790 0.6325
H 0.1113 0.1082 0.1032
H 0.0550 -0.1485 -0.1369
O 0.5356 -0.1340 -0.4647
H -0.3077 0.1719 0.3049
H -0.0736 0.0328 0.2227
O -0.3398 -0.3329 -0.9215
H -0.2497 0.1882 -0.1302
H 0.2507 -0.0646 0.3901

## Properties
Lowest unoccupied orbital energy   0.65 eV
Gap between HOMO and LUMO   11.6 eV
Total charge   0
ΔE to the lowest compared entry with this formula, charge and spin   36.53 kJ/mol

natural (NBO) population analysis, charges in e, atoms 1 to 2: atom 1 (O): -0.94, atom 2 (H): 0.48

[3]
The following is a quantum chemistry calculation of a 2-piece molecular cluster, C3H10S2 overall, from the OMol25 dataset.

Atoms and positions in Å:
C  2.8680  -0.5371  -1.4358
C  1.5162  -1.1265  -1.0669
S  1.7307  -2.7476  -0.2363
H  3.2649  -0.9163  -2.3774
H  3.6066  -0.7107  -0.6512
H  2.8006  0.5528  -1.5430
H  0.9723  -0.4821  -0.3839
H  0.9184  -1.2728  -1.9630
H  0.6430  -2.6844  0.5385
C  -3.3294  1.3060  1.7359
S  -2.3512  2.0388  0.4038
H  -3.6755  0.3470  1.3581
H  -2.7495  1.1478  2.6408
H  -4.2063  1.9091  1.9580
H  -2.0089  3.1761  1.0224

Atomic forces in eV per Å
C 0.2687 0.5559 0.1246
C 0.0565 -0.2693 -0.0403
S 0.0521 0.0687 -0.0781
H -0.0595 -0.1932 0.0736
H -0.0400 -0.0883 -0.0317
H -0.1313 -0.1833 -0.0709
H 0.0212 0.0850 0.0223
H -0.1274 0.0518 0.0323
H -0.0556 -0.0138 -0.0276
C -0.1732 0.0766 0.0222
S 0.1027 -0.0123 -0.0773
H 0.0459 -0.0613 0.0244
H 0.0590 -0.0233 -0.0368
H 0.0182 0.0318 0.0155
H -0.0372 -0.0251 0.0478

## Properties
Lowest unoccupied orbital energy   0.73 eV
Gap between HOMO and LUMO   9.7 eV
Total charge   0
ΔE to the lowest compared entry with this formula, charge and spin   40.03 kJ/mol

natural (NBO) population analysis, charges in e, atoms 1 to 2: atom 1 (C): -0.62, atom 2 (C): -0.50

[4]
The following is a quantum chemistry calculation of one molecule with the formula C7H8N4O2S2, from the OMol25 dataset.

Atoms and positions in Å:
C  -1.2981  -2.5881  -1.0441
C  -0.0999  1.5889  -0.3048
C  -2.0404  0.3750  0.5855
C  2.1633  1.1420  -0.1145
C  -1.1645  -0.8723  0.4777
C  -0.3769  -0.5812  -0.9359
C  2.6358  -0.0544  -0.2508
N  -0.6546  -1.6657  -1.7079
N  -1.6970  -2.1377  0.1688
N  -1.3569  1.4839  0.4485
N  -0.1469  0.6017  -1.3394
O  1.0159  1.3055  0.5737
O  2.8039  2.2567  -0.3985
S  -3.5572  0.2077  1.0173
S  -0.1031  -1.0351  1.9770
H  -1.2571  -3.6247  -1.3024
H  0.1293  2.6184  -0.6314
H  3.6467  -0.0472  -0.4794
H  2.2197  -0.9282  -0.1544
H  -2.3061  -2.6510  0.7969
H  -1.7933  2.2854  0.8566
H  3.7608  2.1912  -0.6304
H  -0.5235  0.1293  2.3920

Atomic forces in eV per Å
C 1.2374 1.3745 -0.2071
C -0.4446 -0.3962 -0.1812
C 1.6869 -2.6172 -0.3715
C -0.1235 -1.0418 1.5066
C 0.7212 0.2930 -0.8468
C -2.9100 -0.9073 0.8182
C 2.8442 2.8029 -0.8439
N 0.5136 -0.8214 -0.5736
N -0.8525 -0.4530 0.8098
N 1.8635 2.1212 -0.2252
N 1.4151 1.9855 -0.3611
O -1.1889 0.7935 -0.1346
O 1.1115 2.4456 -0.2817
S -2.8080 -0.2571 0.7108
S 0.0304 -0.8978 0.2691
H -0.6328 -0.3410 -0.2982
H -0.9263 -0.4893 -0.3659
H 1.9075 -0.4404 -0.9492
H -2.6450 -4.2568 0.9666
H 0.3556 0.2008 -0.0530
H 0.0482 0.6140 -0.2598
H -1.3578 -0.5309 0.2046
H 0.1545 0.8192 0.6671

## Properties
Lowest unoccupied orbital energy (spin up / spin down)   -0.15 / -3.80 eV
Gap between HOMO and LUMO (spin up / spin down)   5.3 / 4.5 eV
Total charge   0
Multiplicity   3
Expectation value of S²   2.016

natural (NBO) population analysis, charges in e, atoms 1 to 2: atom 1 (C): 0.23, atom 2 (C): 0.35

[5]
The following is a quantum chemistry calculation of C22H45N2O2P3SSn as an isolated structure, from the OMol25 dataset.

Atoms and positions in Å:
P  -2.7565  -1.0579  -0.3710
C  -3.4227  -0.5471  1.2517
H  -4.3906  -1.0331  1.4158
H  -3.5621  0.5361  1.2648
H  -2.7525  -0.8202  2.0684
C  -4.1566  -0.4775  -1.3871
H  -4.1340  -0.9038  -2.3908
H  -4.0729  0.6100  -1.4757
H  -5.1121  -0.7168  -0.9088
C  -3.0656  -2.8488  -0.2155
H  -4.1358  -3.0441  -0.0891
H  -2.5190  -3.2349  0.6505
H  -2.7028  -3.3602  -1.1099
P  1.9805  -2.3127  -0.5690
C  2.6451  -2.5895  1.0870
H  3.5491  -3.2000  1.0001
H  1.9073  -3.1094  1.6993
H  2.8943  -1.6351  1.5500
C  1.7333  -4.0630  -1.0407
H  1.6056  -4.1921  -2.1179
H  0.8339  -4.4339  -0.5401
H  2.5859  -4.6684  -0.7099
C  3.5333  -1.8903  -1.4298
H  4.2493  -2.7160  -1.3497
H  3.9655  -0.9952  -0.9726
H  3.3436  -1.6844  -2.4860
P  0.6123  2.1996  -1.8674
C  1.2326  3.4163  -0.6586
H  1.2512  4.4079  -1.1235
H  2.2416  3.1553  -0.3331
H  0.5778  3.4530  0.2144
C  1.8558  2.4941  -3.1684
H  2.0685  3.5641  -3.2643
H  1.5266  2.0963  -4.1301
H  2.7737  1.9755  -2.8755
C  -0.8287  3.1679  -2.4481
H  -0.5188  4.1257  -2.8817
H  -1.4834  3.3589  -1.5919
H  -1.3937  2.5971  -3.1882
Sn  -0.1403  -0.8080  -2.0156
C  -0.2611  -1.5950  1.0404
O  -0.4280  -2.0968  2.0849
C  1.8490  0.3409  0.1119
O  2.7526  0.8338  0.6749
C  0.7256  -0.7900  -4.4131
C  -0.4730  -0.0556  -4.5175
C  -1.6884  -0.6389  -4.1226
C  -1.7287  -1.9887  -3.7265
C  -0.5320  -2.7231  -3.6164
C  0.6911  -2.1424  -4.0186
H  1.6769  -0.3127  -4.6642
H  -0.4526  0.9661  -4.9078
H  -2.6123  -0.0534  -4.1377
H  -2.6882  -2.4636  -3.5016
H  -0.5466  -3.7531  -3.2500
H  1.6059  -2.7417  -4.0187
C  -1.8805  2.5140  4.4969
C  -1.1298  1.2595  4.8517
N  -0.5329  0.4936  3.7049
C  0.1069  1.1300  2.6875
S  -0.2598  0.7290  0.9784
N  0.9198  2.1909  2.8811
C  1.6298  2.5173  4.1562
C  2.4051  1.3724  4.7321
H  -1.2594  3.2235  3.9529
H  -2.2248  3.0173  5.4035
H  -2.7725  2.2997  3.9065
H  -0.3377  1.4580  5.5757
H  -1.8009  0.5467  5.3250
H  -1.0698  -0.3352  3.4056
H  1.4313  2.4505  2.0250
H  2.2978  3.3303  3.8756
H  0.9286  2.9507  4.8727
H  3.1967  1.0573  4.0518
H  2.8828  1.6707  5.6650
H  1.7602  0.5222  4.9426

Atomic forces in eV per Å
P -1.5134 -0.7774 0.5482
C 0.5745 0.6356 0.3499
H 0.1557 -0.0264 -0.1920
H -0.0352 -0.0524 0.0540
H -0.1292 -0.0417 -0.0714
C 0.5224 0.4745 -0.5962
H -0.1417 -0.0090 0.0505
H -0.1810 -0.0524 -0.0489
H 0.2250 -0.1032 0.0168
C 0.6051 -0.1339 -0.3543
H 0.1456 0.0973 -0.0472
H -0.1434 -0.0290 -0.1289
H -0.1493 -0.2284 0.0802
P 1.7074 -1.1746 -0.2692
C -0.6399 0.5798 0.7632
H -0.1065 0.0741 -0.1691
H 0.1861 -0.0263 0.0689
H 0.1161 -0.1461 0.1801
C -1.0178 0.0907 -0.3436
H 0.0771 -0.0339 0.1078
H 0.0839 -0.1255 -0.0421
H -0.0154 0.3194 -0.0050
C -0.3325 0.6566 -0.4300
H -0.2373 0.0165 0.0548
H 0.0305 -0.1395 -0.1075
H 0.1985 -0.0122 0.0036
P 0.2382 1.6590 -0.7075
C 0.1822 -0.4241 0.8532
H -0.0228 -0.2193 -0.0871
H -0.0060 0.1353 -0.0624
H -0.0128 0.1100 -0.0980
C 0.1286 -0.7922 -0.0800
H -0.1538 -0.1504 0.0309
H 0.0970 0.1521 -0.0226
H 0.0637 0.1380 -0.1455
C -0.5224 -0.7387 0.0894
H 0.1350 -0.2304 0.0775
H 0.0167 0.0254 -0.1416
H -0.0903 0.2111 -0.0508
Sn 0.0772 1.2033 2.9355
C -0.3990 -2.5057 3.2352
O 0.4394 1.6211 -3.2153
C 3.3960 1.5152 1.7878
O -2.9210 -1.5494 -1.8345
C 0.1762 -0.2058 -0.7897
C 0.0014 0.0328 -0.1518
C -0.3257 0.0044 -0.5463
C -0.0023 -0.2280 -0.1122
C -0.1367 -0.4955 -0.7461
C -0.0110 -0.0602 -0.3139
H -0.2923 -0.2411 -0.0811
H -0.0195 -0.2858 0.2589
H 0.2998 -0.2017 -0.1896
H 0.3471 0.1598 0.0611
H -0.0756 0.2582 -0.2734
H -0.2477 0.2539 0.1010
C -0.1659 0.2575 -0.4376
C 0.3364 -0.6084 0.9280
N -0.2670 0.8204 -2.0829
C 0.0710 0.8915 1.3547
S -0.2143 0.6079 0.8583
N -0.1772 -1.9107 -0.7098
C -0.1031 0.9906 -0.1037
C 0.1829 -0.5522 -0.0278
H -0.0177 0.1241 -0.0248
H 0.1435 -0.1717 0.0164
H 0.0336 -0.0228 -0.0665
H -0.0522 -0.0627 -0.0422
H 0.0644 -0.0794 0.0637
H 0.4726 0.7679 0.3558
H -0.5425 0.1226 0.7156
H -0.0124 0.0376 0.0389
H -0.0802 -0.1125 -0.1858
H 0.0144 -0.0451 -0.0092
H -0.0814 0.0877 -0.0150
H 0.0501 -0.1261 0.1204

## Properties
Lowest unoccupied orbital energy (spin up / spin down)   -15.06 / -14.96 eV
Gap between HOMO and LUMO (spin up / spin down)   5.4 / 5.0 eV
Total charge   +4

Löwdin population analysis, charges in e, atoms 1 to 2: atom 1 (P): 0.77, atom 2 (C): -0.24